{"formula": "C7H12", "method": "wB97M-V/def2-TZVPD", "species": ["H", "H", "H", "H", "H", "C", "H", "H", "H", "C", "H", "C", "H", "C", "H", "H", "C", "C", "C"], "positions_angstrom": [[-2.370, 2.133, -1.586], [-1.514, -0.832, -1.551], [1.271, 0.280, 2.290], [-0.673, -1.510, 0.729], [-1.496, 1.201, -2.948], [2.056, -1.426, 1.114], [0.456, 1.876, -1.455], [-1.096, -0.102, 1.752], [2.972, -0.901, 0.809], [-0.356, 0.397, -0.209], [1.716, -2.039, 0.271], [0.588, 1.275, -0.558], [2.344, -2.109, 1.930], [-0.340, -0.518, 1.072], [-2.462, 0.006, -0.273], [1.492, 1.408, 0.029], [-1.689, 0.129, -1.049], [0.996, -0.489, 1.572], [-1.895, 1.223, -1.938]], "atomic_forces_ev_per_a": [[0.1351, -0.1258, -0.1414], [-0.2274, 0.1562, 0.0839], [-0.0189, -0.1228, -0.1195], [0.0734, 0.1266, 0.2127], [-0.0950, 0.1020, 0.1753], [0.0327, -0.0746, 0.0517], [0.1125, -0.0745, 0.1738], [0.1320, -0.1689, -0.0335], [-0.1264, -0.0897, 0.0253], [-1.1537, -0.7009, 0.0367], [0.0566, 0.0983, 0.1061], [-0.5030, -0.4112, 0.0717], [0.0264, 0.0526, -0.1800], [-0.7818, 0.9814, -1.8174], [0.0257, 0.0025, -0.3963], [-0.1430, -0.0076, -0.0797], [1.7712, -0.5177, 1.6954], [1.4846, -0.2722, 1.4204], [-0.8011, 1.0462, -1.2851]], "gap_ev": [7.79, 8.85], "de_lowest_kcal_mol": 97.6, "spin_multiplicity": 1, "molar_mass_g_mol": 96.17, "largest_force_ev_per_a": 2.5}